No. 1
Computed, not measured: C52H45AsN6O6S8W as an isolated structure at a distorted geometry, with wB97M-V/def2-TZVPD.

Element x y z (Å)
W 11.85407 12.43502 15.95818
As 5.25145 12.75817 16.01732
S 12.71655 13.44369 19.23664
S 5.20136 12.55532 13.89330
S 10.70905 15.54056 15.11927
S 14.84840 14.62736 13.38788
S 6.23374 11.34330 17.18288
S 4.51443 14.43108 17.05629
S 9.61672 13.16934 16.59854
S 11.97900 12.41468 12.71275
O 13.52224 13.40805 15.40826
O 15.20419 16.99279 14.99266
O 12.52753 14.86010 19.62114
O 11.12024 10.70982 16.63717
O 14.02429 12.83322 19.44454
O 12.39300 13.34088 17.73478
N 13.25557 9.81242 16.66475
N 13.49907 11.11001 16.49245
N 11.84533 11.84622 14.24343
N 10.77115 14.15117 15.83727
N 12.12734 13.82358 12.38851
N 13.82150 15.87806 13.42110
C 10.71095 11.13342 10.69190
C 15.28995 16.07253 17.25560
C 15.68979 15.42012 18.33772
C 9.38495 6.23224 16.71855
C 13.91281 16.75250 14.58718
C 9.21884 15.67330 14.26793
C 11.09379 18.76384 18.22029
C 10.69182 16.81484 16.36638
C 8.93336 7.49760 16.33358
C 14.73759 13.57493 15.83764
C 17.93420 15.94364 10.26024
C 9.62842 10.61230 10.02493
C 11.41802 12.28370 19.89239
C 10.95121 19.12632 16.88709
C 11.95101 9.63938 16.74481
C 15.53322 9.78002 11.28500
C 8.38461 10.53731 10.63590
C 10.57957 11.50818 12.03136
C 14.64878 9.21308 12.21448
C 16.10009 15.26505 12.14985
C 16.64731 14.25623 18.47878
C 11.15762 17.46253 18.58450
C 16.50886 12.92633 17.68003
C 9.78123 8.55048 16.33524
C 10.73558 18.13814 15.93275
C 16.26385 16.56198 11.83648
C 10.73420 6.12237 16.91215
C 11.12660 8.41775 16.72839
C 17.20358 15.86126 15.61236
C 8.06293 15.17997 12.27239
C 8.20995 10.99771 11.98797
C 6.88152 15.96434 14.21388
C 8.06107 16.13548 14.92650
C 13.61688 9.98959 12.69937
C 13.35979 11.26648 12.17483
C 14.64547 11.52977 16.97619
C 17.88733 14.60626 16.15350
C 16.71907 14.23781 11.46395
C 15.29844 12.81921 16.80972
C 14.12115 11.72775 11.07222
C 17.07327 14.43821 14.91749
C 17.69236 14.56687 10.57236
C 15.72776 15.92277 15.78042
C 17.64684 13.86372 17.42306
C 17.18002 16.94091 10.82210
C 15.56221 14.55033 15.07057
C 9.33076 11.44304 12.67452
C 11.63368 7.17156 17.01703
C 6.90607 15.52135 12.91353
C 15.20792 10.96073 10.67040
C 9.26260 15.26436 12.95106
C 10.83222 16.44772 17.66806
H 10.68814 18.36614 14.87380
H 9.20831 11.74098 13.71201
H 13.88140 12.71148 10.59199
H 11.14082 20.12144 16.58176
H 8.71806 5.38781 16.75024
H 9.36952 9.50329 16.06993
H 10.44740 12.48533 19.43617
H 9.69416 10.39367 8.98416
H 15.10794 10.76073 17.54788
H 12.95022 9.59640 13.41287
H 18.19421 13.74261 9.98625
H 16.50971 13.19031 11.68113
H 5.95735 16.18578 14.74673
H 11.43496 12.44479 20.97225
H 11.47001 17.06340 19.56300
H 12.66622 7.17090 17.18161
H 17.59469 14.16419 14.04708
H 18.53508 13.58970 17.90257
H 7.98573 16.52931 15.93794
H 11.12507 5.09239 17.10984
H 10.79565 15.36674 17.92779
H 11.27669 19.58366 18.91804
H 18.63712 16.23139 9.47420
H 14.47825 16.74549 17.19837
H 14.83758 8.22130 12.61513
H 7.44090 10.16188 10.26650
H 11.95289 11.35476 19.68545
H 7.90335 7.70504 16.04373
H 15.78656 11.36840 9.85642
H 8.15422 14.78082 11.25091
H 17.24810 17.99528 10.60154
H 12.92851 15.46292 13.12908
H 11.65149 11.32604 10.17726
H 17.77838 16.71129 15.15029
H 15.32212 15.65246 19.32205
H 7.22203 10.88553 12.39127
H 18.92641 14.61504 15.83760
H 13.50496 17.71074 14.29666
H 5.99885 15.37813 12.32562
H 10.21137 14.89669 12.50811
H 13.34225 16.35327 15.46878
H 15.58240 17.30598 12.21992
H 16.97108 14.04169 19.46137
H 16.39537 9.28501 10.92337
H 16.74356 11.99668 18.16430

Output
relative energy (zero: lowest compared OMol25 entry of this formula, charge and spin)	52.2	kcal/mol
LUMO energy	-1.247	eV
Kohn-Sham gap	5.49	eV

Atomic partial charges in e from the Mulliken method, atoms 1 to 4: W 0.83; As 0.44; S 1.04; S -0.47

***

No. 2
Computed, not measured: a 8-piece molecular cluster, C24H64N4O20P4 overall at a distorted geometry, with wB97M-V/def2-TZVPD.

Element x y z (Å)
P -1.71430 -0.91802 4.17354
P -3.17295 4.58289 3.01779
P 2.68275 3.63938 5.10560
P -1.02626 -4.63711 -5.88179
O 4.03334 -0.21603 -3.84348
O -0.95728 -5.11007 -4.38268
O -1.99509 -0.33711 5.59346
O 0.16092 -3.98430 -6.38107
O -2.30349 -3.70835 -5.93302
O -1.48388 -5.90844 -6.60111
O -4.56399 5.11917 2.53453
O -2.56492 -2.21523 4.20834
O -2.17745 5.56928 3.41731
O 2.50524 3.45185 3.55930
O 1.49261 4.61372 5.44976
O -0.92448 -0.07430 -4.28194
O -0.34421 -2.66744 0.82655
O 2.82148 2.39923 5.83637
O -1.99203 -0.05957 3.06416
O -0.28614 -1.47168 4.27346
O 7.22629 -3.13124 -1.63905
O -3.49602 3.55947 4.17265
O 3.93327 4.59400 5.19668
O -2.86388 3.69091 1.79559
N 1.97776 -0.11409 -4.66484
N -2.42534 -0.24745 -2.47645
N 5.34544 -2.55045 -2.76172
N 0.66572 -0.74972 0.91535
C 0.69241 -2.08751 0.81045
C -2.02821 -0.31003 -3.78633
C -1.67064 0.00279 -1.25405
C 2.09876 -1.31041 -5.47562
C 2.90116 0.28404 -3.80313
C 2.32937 4.59032 2.73396
C -3.05527 -2.66921 2.97839
C -1.76120 2.77006 1.79588
C 3.92019 5.94258 5.66511
C 1.80773 0.12881 0.78804
C 6.46416 -2.26939 -2.08020
C -4.46169 2.52940 3.98265
C 0.88311 -0.55868 4.44118
C -1.46330 -5.91652 -7.99461
C 5.10828 -3.87772 -3.36919
C -3.60289 -4.33023 -5.65954
C -3.38977 0.00968 5.99106
C -3.17367 -0.67762 -4.69751
C -5.31741 5.82862 3.47343
C 0.14262 4.10861 5.29752
C -1.06557 -4.06875 -3.32937
C 2.51659 1.47654 -2.96130
C 6.61470 -0.82098 -1.70018
C 1.95382 -2.70642 0.37828
H 2.95714 5.43623 3.02288
H -2.09139 1.83225 1.37813
H -3.96792 1.56032 3.97997
H 4.79962 -1.76567 -3.14797
H -2.34899 0.48048 -0.55703
H 5.63891 -3.99226 -4.32073
H -3.22765 -3.73485 3.11955
H 5.40323 -4.66951 -2.68418
H -0.32282 -4.27607 -2.55795
H -1.48367 -6.93871 -8.36977
H 1.06276 0.29770 -4.69047
H 2.71244 -0.29325 1.20100
H -0.00594 3.45512 4.42557
H 2.94031 6.39971 5.80778
H -0.76723 0.56375 -1.51263
H -1.26630 -0.87884 -0.74212
H 7.31018 -0.75445 -0.87336
H -2.89851 -1.40955 -5.45501
H -4.96644 2.62018 3.01737
H -1.28404 2.59285 2.75832
H -2.04481 -4.16403 -2.85382
H -4.04859 -4.60844 -6.61757
H 1.39034 -0.75411 5.37735
H 2.67669 -2.12655 -5.03995
H 2.60943 4.32830 1.72145
H -2.33818 -5.42491 -8.43008
H -0.23624 -0.41963 1.24127
H 5.66705 -0.47713 -1.27329
H -2.31970 -2.51926 2.19443
H -3.41292 -0.20831 -2.32503
H 4.03979 -3.97177 -3.57030
H -4.14943 -0.21953 5.25083
H -3.58090 -0.58815 6.88589
H -3.42940 0.22411 -5.27010
H -4.92828 5.70412 4.47677
H 2.06235 2.25055 -3.57740
H 6.77143 -0.19017 -2.57258
H 1.55609 -0.77966 3.60993
H 2.43081 -1.04081 -6.47327
H -4.09298 -1.02867 -4.23142
H -4.02228 -2.22340 2.75688
H 1.27694 4.88745 2.76948
H -5.28504 6.87942 3.17976
H -6.35950 5.53939 3.37238
H -5.19134 2.58431 4.78721
H 2.71050 -2.73571 1.17306
H 1.72557 -3.76957 0.27164
H 1.89095 0.42017 -0.26119
H 1.11769 -1.79574 -5.48946
H -3.38581 1.05781 6.27456
H -0.18328 3.52109 6.15586
H 4.48940 6.58408 4.98309
H 1.76685 1.15503 -2.22551
H -0.88743 -3.05524 -3.68865
H 2.37012 -2.21960 -0.49322
H -3.51831 -5.19113 -5.00281
H -1.00141 3.21047 1.13580
H 4.43838 6.02144 6.63166
H 3.31618 1.90589 -2.36963
H 0.60126 0.49234 4.36236
H 1.58326 1.06011 1.31035
H -0.47185 4.98358 5.11186
H -0.54638 -5.44690 -8.35399
H -4.24714 -3.56393 -5.23219

Output
LUMO energy	0.174	eV
Kohn-Sham gap	8.81	eV
structure (SMILES)	COP(=O)(OC)OC.COP(=O)(OC)OC.COP(=O)(OC)OC.COP(=O)(OC)OC.CNC(C)=O.CNC(C)=O.CNC(C)=O.CNC(C)=O

Atomic partial charges in e from the Mulliken method, atoms 1 to 4: P 0.91; P 0.98; P 0.82; P 1.17